Version A
Density functional theory data (ωB97M-V/def2-TZVPD) for a molecular structure, C9H21ClN3O3Zr.

Computed properties:
**HOMO**: -16.1 eV
**Multiplicity**: 1
**Net charge**: +3
**Frontier orbital gap**: 2.265 eV

Last column: Mulliken charge in e.
Cartesian coordinates (Å):
Zr  -2.30616  -1.00524  1.03956  1.7607
Cl  -0.27855  -1.04011  -0.42557  -0.1270
C  -1.09659  -0.02057  4.92784  -0.9642
C  -0.29250  -0.53962  3.78112  0.6369
O  -0.85727  -0.61170  2.60782  -0.3479
N  0.92055  -0.95899  3.93471  -0.1278
C  1.84853  -1.31107  2.83154  -0.7739
H  -0.55487  -0.08684  5.86901  0.3966
H  -2.01571  -0.60295  4.94089  0.3100
H  -1.27885  1.04589  4.78549  0.2663
H  1.30068  -0.99441  4.87375  0.3088
H  2.70594  -1.77791  3.30362  0.3525
H  2.15363  -0.37842  2.36199  0.3234
H  1.36088  -1.97754  2.12840  0.2537
C  2.26553  -0.24993  -2.91335  -0.9044
C  2.38609  -1.66861  -3.44666  0.6764
O  3.43067  -2.27360  -3.38579  -0.5281
N  1.31340  -2.16299  -4.13816  -0.1596
C  1.40973  -3.40166  -4.89875  -0.8204
H  2.20574  -0.23104  -1.82780  0.1275
H  1.47621  0.27560  -3.45181  0.3019
H  3.19216  0.25379  -3.18679  0.3328
H  0.52240  -1.58137  -4.35991  0.2833
H  0.52329  -3.56302  -5.49866  0.3473
H  1.53662  -4.23744  -4.20057  0.2903
H  2.33063  -3.40229  -5.48445  0.2931
C  -1.76239  3.11163  1.80754  -1.0709
C  -2.00142  2.33453  0.55435  0.7944
O  -2.25547  1.07041  0.67366  -0.5548
N  -1.83378  2.92397  -0.58704  -0.0566
C  -2.25686  2.37975  -1.86509  -0.8212
H  -1.67604  4.17383  1.57718  0.4018
H  -0.92359  2.78902  2.41758  0.2438
H  -2.67698  3.07410  2.40918  0.3369
H  -1.45398  3.86052  -0.50208  0.2704
H  -3.01683  3.04710  -2.28559  0.3648
H  -2.87637  1.49042  -1.76941  0.2736
H  -1.46846  2.24675  -2.59775  0.3098

Version B
Density functional theory data (ωB97M-V/def2-TZVPD) for a molecular structure, C9H21ClN3O3Zr.

Computed properties:
**HOMO**: -17.6 eV
**Multiplicity**: 1
**Net charge**: +3
**Frontier orbital gap**: 2.137 eV

Last column: Mulliken charge in e.
Cartesian coordinates (Å):
Zr  0.81019  1.93896  1.53074  1.6372
Cl  0.76117  -0.11525  -0.12095  -0.3391
C  -4.81305  1.27929  1.07227  -0.9548
C  -4.23115  0.00124  0.45881  0.5710
O  -4.83670  -1.01466  0.73240  -0.3767
N  -3.08752  0.06202  -0.32512  -0.1079
C  -2.48724  -1.14555  -0.90390  -0.9007
H  -4.62487  1.36590  2.14240  0.2900
H  -5.89519  1.17704  1.15361  0.3241
H  -4.55652  2.09896  0.40113  0.3386
H  -2.96170  0.94008  -0.80811  0.3208
H  -1.57262  -1.16181  -1.49661  0.3783
H  -3.23544  -1.76472  -1.39881  0.3763
H  -2.20468  -1.75818  -0.04777  0.2396
C  -0.71970  -4.90179  0.25462  -0.4064
C  0.63129  -4.70700  0.96047  0.7948
O  1.09035  -5.65648  1.64194  -0.3575
N  1.19478  -3.52265  0.86822  0.0391
C  2.48214  -3.21888  1.52098  -0.9035
H  -1.15236  -3.90138  0.26371  -0.1753
H  -1.42879  -5.45618  0.86942  0.3376
H  -0.78364  -5.35034  -0.73675  0.3119
H  0.74827  -2.75548  0.38638  0.1162
H  3.10255  -4.07986  1.27215  0.3667
H  2.36357  -2.91523  2.56110  0.3068
H  2.89253  -2.38239  0.95533  0.3281
C  2.79782  2.36919  -2.27416  -1.0620
C  2.58063  3.26425  -0.96396  0.7099
O  2.18686  2.67670  0.04462  -0.5647
N  2.72597  4.56118  -1.10940  -0.0710
C  2.73829  5.49623  -0.00332  -0.9009
H  1.99779  2.50091  -3.00266  0.4029
H  2.52473  1.33807  -2.04979  0.2464
H  3.82609  2.38674  -2.63534  0.3800
H  2.94842  4.94647  -2.01613  0.3131
H  1.72625  5.69022  0.35199  0.3279
H  3.15530  6.39390  -0.45979  0.3189
H  3.30622  5.32050  0.91028  0.3440

Which is most stable, and by how much? version A, by 692.0 kJ/mol.

Version A
Density functional theory data (ωB97M-V/def2-TZVPD) for a single CH2O3P2 molecule.

Computed properties:
**HOMO**: -10.8 eV
**Multiplicity**: 1
**Frontier orbital gap**: 11.158 eV

Last column: Mulliken charge in e.
Cartesian coordinates (Å):
C  1.09028  0.11293  0.00703  -0.7098
O  -1.07568  0.40415  1.10473  -0.3705
O  -1.25504  -2.00708  0.00660  -0.6807
O  -0.97493  0.68422  -1.12241  -0.4111
P  -0.23053  1.54009  0.12259  0.3749
P  -0.62757  -0.73805  -0.04406  1.1128
H  1.46856  0.08675  -1.01038  0.3369
H  1.60490  -0.08301  0.93590  0.3475

Version B
Density functional theory data (ωB97M-V/def2-TZVPD) for a single CH2O3P2 molecule.

Computed properties:
**HOMO**: -9.8 eV
**Multiplicity**: 1
**SMILES**: O=[P@@]12C[P@]1(=O)O2
**Frontier orbital gap**: 9.783 eV

Last column: Mulliken charge in e.
Cartesian coordinates (Å):
C  0.68417  -0.55113  -0.36347  -0.5667
O  -1.18923  1.21280  -0.17648  -0.3587
O  0.84948  1.93175  1.15355  -0.6207
O  -1.51434  -1.24354  0.74568  -0.4995
P  -1.29327  -0.77741  -0.63140  0.3820
P  0.18593  0.96305  0.32047  0.9723
H  1.10000  -1.35108  0.27223  0.3703
H  1.17727  -0.18445  -1.32057  0.3210

Which is most stable, and by how much? version A, by 64.9 kJ/mol.

Version A
Density functional theory data (ωB97M-V/def2-TZVPD) for a single C2H5IN2S molecule.

Computed properties:
**HOMO (spin up / spin down)**: -7.8 / -7.8 eV
**Multiplicity**: 1
**Frontier orbital gap (spin up / spin down)**: 7.325 / 7.325 eV

Last column: Mulliken charge in e.
Cartesian coordinates (Å):
C  0.34368  0.73515  0.28454  0.4324
C  -0.72932  1.01703  0.99472  -0.7321
N  0.90977  1.57244  -0.72281  -0.5796
N  -0.52475  -3.13783  -0.68253  -0.4210
S  -0.31425  -2.49635  0.68799  0.0084
I  1.80442  -0.69092  0.75884  0.0989
H  -1.12176  0.44053  1.74633  0.3131
H  -1.25624  1.99281  0.81036  0.1859
H  1.65181  1.04921  -1.23877  0.2064
H  0.23026  2.14162  -1.26561  0.2314
H  -0.99363  -2.62369  -1.37305  0.2561

Version B
Density functional theory data (ωB97M-V/def2-TZVPD) for 2 unconnected molecules or ions with the total composition C2H5IN2S.

Computed properties:
**HOMO (spin up / spin down)**: -7.1 / -7.0 eV
**Multiplicity**: 1
**Frontier orbital gap (spin up / spin down)**: 7.067 / 6.860 eV

Last column: Mulliken charge in e.
Cartesian coordinates (Å):
C  -0.50279  -1.83720  0.24271  -0.0159
C  -0.12617  0.48244  0.91769  -0.6706
N  -1.33491  -2.52362  0.73904  -0.3768
N  0.69004  2.18615  -1.27786  -0.5031
S  1.25743  1.13702  0.06282  0.1064
I  1.14996  -2.07708  -1.04206  0.0054
H  0.02307  0.16342  2.01415  0.3141
H  -1.14163  0.70212  0.47663  0.3725
H  -1.53785  -3.50237  0.66903  0.2620
H  -0.03942  2.85459  -1.04167  0.2543
H  1.56228  2.41453  -1.76048  0.2517

Which is most stable, and by how much? version A, by 104.8 kJ/mol.

Version A
Density functional theory data (ωB97M-V/def2-TZVPD) for a molecular structure, C4H10NP.

Computed properties:
**HOMO**: -8.1 eV
**Multiplicity**: 1
**Frontier orbital gap**: 8.614 eV

Last column: Mulliken charge in e.
Cartesian coordinates (Å):
C  -1.40384  -0.31287  -0.21897  0.0832
C  -0.58557  0.03352  0.71364  -0.4148
C  -2.92986  -0.18496  -0.13618  -1.0933
C  2.00140  1.13954  -0.02011  -0.7432
N  1.26956  -0.04355  -0.37185  -0.2936
P  2.24707  -1.25351  0.43802  -0.0601
H  -1.06157  -0.50848  -1.23697  0.3632
H  -0.51536  0.58740  1.58904  0.4239
H  -3.15085  0.58648  -0.84316  0.3045
H  -3.52695  -0.99906  -0.44934  0.3333
H  -3.33739  0.22215  0.86650  0.2681
H  1.76307  2.06354  -0.73140  0.2291
H  1.73001  1.50542  1.09173  0.2049
H  3.11649  0.86439  -0.07770  0.3158
H  1.35962  -2.28642  0.07682  0.0256
H  3.02417  -1.41360  -0.69009  0.0533

Version B
Density functional theory data (ωB97M-V/def2-TZVPD) for 2 unconnected molecules or ions with the total composition C4H10NP.

Computed properties:
**HOMO (spin up / spin down)**: -9.1 / -7.9 eV
**Multiplicity**: 1
**Frontier orbital gap (spin up / spin down)**: 8.745 / 7.825 eV

Last column: Mulliken charge in e.
Cartesian coordinates (Å):
C  1.26328  -0.10042  0.03671  0.9575
C  2.74856  -0.46072  0.04170  -1.2139
C  1.12440  1.43919  0.15418  -1.3790
C  -3.30504  -0.94543  0.26443  -0.8891
N  0.41516  -0.93382  -0.30322  -0.5881
P  -2.34672  0.57211  -0.16096  -0.0430
H  2.91042  -0.97037  0.92565  0.3149
H  3.47620  0.38750  -0.00477  0.3046
H  2.87356  -1.04977  -0.75311  0.4211
H  1.10876  1.88038  -0.97860  0.2071
H  1.94198  1.79810  0.57758  0.4599
H  0.26437  1.69472  0.59585  0.4679
H  -2.77659  -1.38093  1.08931  0.2680
H  -3.30681  -1.73709  -0.43089  0.3385
H  -4.27256  -0.65384  0.59063  0.3309
H  -2.11897  0.46038  -1.64449  0.0426

Version C
Density functional theory data (ωB97M-V/def2-TZVPD) for a single C4H10NP molecule.

Computed properties:
**HOMO**: -8.2 eV
**Multiplicity**: 1
**SMILES**: C=NP(C)CC
**Frontier orbital gap**: 8.947 eV

Last column: Mulliken charge in e.
Cartesian coordinates (Å):
C  -0.23272  -0.76755  2.72577  -0.3219
C  -1.43452  1.29029  -1.93278  -0.9689
C  0.97534  -1.93540  -0.05743  -1.0299
C  -0.22598  0.70504  -1.22042  -0.6451
N  -0.60759  -0.29149  1.60609  -0.3077
P  -0.66812  -1.05910  0.07133  0.1766
H  -0.16530  0.00974  3.46445  0.2557
H  0.46862  -1.55933  2.87037  0.2595
H  -1.81435  0.40073  -2.38427  0.3045
H  -2.08990  1.79510  -1.19572  0.2532
H  -1.17432  2.06493  -2.60203  0.3530
H  1.15207  -2.94231  0.52732  0.3066
H  1.84879  -1.29174  0.20640  0.3440
H  1.10108  -2.08953  -1.14633  0.3528
H  0.07080  1.40502  -0.39457  0.2907
H  0.61736  0.20645  -1.79291  0.3767

Which is most stable, and by how much? version C, by 195.5 kJ/mol.

Version A
Density functional theory data (ωB97M-V/def2-TZVPD) for a single CH2F2N2 molecule.

Computed properties:
**HOMO**: -8.7 eV
**Multiplicity**: 1
**SMILES**: N/C(F)=N/F
**Frontier orbital gap**: 9.329 eV

Last column: Mulliken charge in e.
Cartesian coordinates (Å):
C  1.46424  0.44036  -0.01107  0.5345
N  2.39275  -0.75812  0.01722  -0.3180
N  0.16112  0.18392  0.04404  -0.3277
F  1.87333  1.67726  -0.13096  -0.1746
F  3.69382  -0.28943  0.03347  -0.1816
H  -0.10211  -0.78411  0.11817  0.2431
H  -0.52602  0.88451  -0.17219  0.2243

Version B
Density functional theory data (ωB97M-V/def2-TZVPD) for a single CH2F2N2 molecule.

Computed properties:
**HOMO (spin up / spin down)**: -10.8 / -10.7 eV
**Multiplicity**: 1
**Frontier orbital gap (spin up / spin down)**: 10.122 / 10.010 eV

Last column: Mulliken charge in e.
Cartesian coordinates (Å):
C  -0.06478  -0.49219  0.16676  -0.0769
N  -0.98987  0.47358  -0.38447  -0.1184
N  0.96878  0.46277  -0.06805  -0.1410
F  -1.57574  1.15159  0.58122  -0.0923
F  1.69721  0.38811  -1.31389  -0.1740
H  -0.06382  -0.41657  1.23160  0.2740
H  0.02823  -1.56729  -0.21316  0.3287

Which is most stable, and by how much? version A, by 387.7 kJ/mol.

Version A
Density functional theory data (ωB97M-V/def2-TZVPD) for a single C4H5FN2 molecule.

Computed properties:
**HOMO (spin up / spin down)**: -9.2 / -9.0 eV
**Multiplicity**: 1
**Frontier orbital gap (spin up / spin down)**: 8.445 / 8.700 eV

Last column: Mulliken charge in e.
Cartesian coordinates (Å):
C  -0.73834  0.25301  0.44563  -0.1990
C  -1.33167  1.35688  -0.05289  -0.1967
C  1.05868  -0.14117  -1.32782  0.0067
C  0.61652  -0.26693  0.15334  -0.5567
N  0.62945  0.70164  -2.09120  -0.4180
N  -0.47389  2.17877  -0.78895  -0.1856
F  -1.37975  2.98347  -1.50793  -0.2028
H  -1.44854  -0.34945  1.09151  0.2692
H  -2.32183  1.53962  -0.15063  0.4778
H  1.79389  -0.89696  -1.61967  0.3789
H  1.46535  0.39318  0.51474  0.2347
H  0.82324  -1.26520  0.52595  0.3915

Version B
Density functional theory data (ωB97M-V/def2-TZVPD) for a single C4H5FN2 molecule.

Computed properties:
**HOMO (spin up / spin down)**: -8.6 / -8.6 eV
**Multiplicity**: 1
**Frontier orbital gap (spin up / spin down)**: 9.013 / 9.012 eV

Last column: Mulliken charge in e.
Cartesian coordinates (Å):
C  1.33357  0.67702  -0.57690  -0.1578
C  -1.05621  -0.61256  -0.32448  -0.4955
C  -0.40093  -0.54019  -1.69105  0.5422
C  -0.34979  0.11962  1.91575  -0.8081
N  0.93811  0.25366  -1.67094  -0.4193
N  -0.33363  -0.08252  0.52309  -0.0002
F  -0.09379  -1.71259  -2.31703  -0.2581
H  2.08435  1.33181  -0.43842  0.4341
H  -1.11360  -0.00173  -2.25980  0.2164
H  0.64964  0.11287  2.15402  0.3057
H  -0.88048  -0.66120  2.38744  0.3797
H  -0.77723  1.11582  2.29832  0.2609

Which is most stable, and by how much? version B, by 108.0 kJ/mol.